1.
Here is a cluster of 2 separate species, C5H11FN2O3S2 in total in a non-equilibrium geometry from the Open Molecules 2025 dataset. Energies are from wB97M-V/def2-TZVPD.

Values from the calculation:
- HOMO level (eV) = -9.9
- HOMO-LUMO gap (eV) = 9.097

The geometry in ORCA input format:
```
! RIJCOSX wB97M-V def2-TZVPD def2/J DEFGRID3
* xyz 0 1
C -3.07 1.68 1.05
C -2.78 0.30 0.46
N -1.73 -0.39 1.22
N -2.08 -1.72 1.64
C -2.39 -1.80 2.82
S -2.80 -1.97 4.30
S -0.22 -0.38 0.55
O 0.51 -1.47 1.09
O -0.28 -0.30 -0.87
F 0.41 0.90 1.13
H -3.95 2.10 0.57
H -2.22 2.34 0.92
H -3.27 1.56 2.11
H -3.68 -0.31 0.57
H -2.57 0.33 -0.61
C 3.73 -0.93 -1.97
C 3.49 0.56 -1.81
O 2.18 0.94 -2.23
H 3.59 -1.22 -3.01
H 4.74 -1.20 -1.66
H 3.02 -1.50 -1.37
H 4.19 1.14 -2.42
H 3.63 0.86 -0.76
H 1.55 0.45 -1.69
*
```

Atom charges from the Mulliken analysis, given in e for atoms 1 to 6:
1 C -1.0764
2 C -0.5012
3 N 0.4843
4 N -0.6640
5 C 0.6319
6 S -0.3321

---

2.
Here is a structure of composition C3H9BrNO in a non-equilibrium geometry from the Open Molecules 2025 dataset. Energies are from wB97M-V/def2-TZVPD.

Values from the calculation:
- HOMO level (eV) = -13.7
- HOMO-LUMO gap (eV) = 9.659
- energy relative to the best compared isomer or geometry (same formula, charge and spin) (eV) = 1.544

The geometry in ORCA input format:
```
! RIJCOSX wB97M-V def2-TZVPD def2/J DEFGRID3
* xyz 1 1
C -1.19 -1.22 1.25
C 1.17 1.76 0.00
C -0.78 -1.33 -0.17
N 1.37 2.30 -1.19
O -0.95 -2.44 -0.75
Br 1.52 -0.52 -0.42
H -1.63 -0.28 1.38
H -0.39 -1.09 1.96
H 1.94 2.03 0.84
H 0.05 1.52 0.20
H -1.04 -0.50 -0.78
H -1.85 -2.03 1.49
H 2.22 2.70 -1.41
H 0.63 2.49 -1.82
H -1.07 -3.39 -0.58
*
```

Atom charges from the Mulliken analysis, given in e for atoms 1 to 6:
1 C -0.9468
2 C -0.3266
3 C 0.0961
4 N -0.1763
5 O -0.4128
6 Br -0.1322

---

3.
Here is the molecule C4H6O2 from the Open Molecules 2025 dataset. Energies are from wB97M-V/def2-TZVPD.

Values from the calculation:
- HOMO level (eV) = -9.4
- HOMO-LUMO gap (eV) = 10.451
- energy relative to the best compared isomer or geometry (same formula, charge and spin) (eV) = 3.857

The geometry in ORCA input format:
```
! RIJCOSX wB97M-V def2-TZVPD def2/J DEFGRID3
* xyz 0 1
O -0.74 1.32 -0.43
C -1.50 0.31 0.19
O -0.70 -0.54 0.98
C 0.49 -0.95 0.33
C 1.65 -0.04 0.20
C 0.97 -0.27 -0.89
H 0.02 1.47 0.16
H -2.02 -0.23 -0.62
H -2.24 0.76 0.86
H 0.62 -2.02 0.45
H 2.56 0.35 0.63
H 0.82 -0.14 -1.94
*
```

Atom charges from the Mulliken analysis, given in e for atoms 1 to 6:
1 O -0.4888
2 C -0.0434
3 O -0.4080
4 C -0.2822
5 C -0.3907
6 C -0.3078

---

4.
Here is the molecule C21H26N4O3S3 in a non-equilibrium geometry from the Open Molecules 2025 dataset. Energies are from wB97M-V/def2-TZVPD.

Values from the calculation:
- HOMO level (eV) = -7.7
- HOMO-LUMO gap (eV) = 7.910
- energy relative to the best compared isomer or geometry (same formula, charge and spin) (eV) = 0.197

The geometry in ORCA input format:
```
! RIJCOSX wB97M-V def2-TZVPD def2/J DEFGRID3
* xyz 0 1
C -4.73 -0.14 4.01
C -3.98 0.68 2.97
C -4.38 0.27 1.55
N -3.71 1.08 0.55
C -4.36 2.30 0.14
C -5.31 2.08 -1.04
C -5.98 3.39 -1.45
C -2.53 0.63 0.07
O -2.04 -0.43 0.43
C -1.80 1.51 -0.93
S -1.05 2.92 -0.05
C 0.36 2.15 0.62
N 0.81 1.07 0.09
C 1.89 0.52 0.67
C 2.53 1.06 1.77
S 3.89 0.08 2.24
C 3.55 -1.05 0.92
S 4.41 -2.41 0.65
N 2.46 -0.63 0.21
C 1.97 -1.32 -0.93
C 2.82 -1.63 -1.99
C 2.32 -2.29 -3.09
C 0.97 -2.65 -3.16
O 0.61 -3.29 -4.30
C -0.69 -3.84 -4.42
C -0.86 -5.12 -3.61
C 0.13 -2.32 -2.10
C 0.62 -1.66 -0.99
C 2.08 2.28 2.36
O 2.53 2.90 3.30
N 0.93 2.77 1.68
H -4.42 0.16 5.01
H -4.51 -1.20 3.89
H -5.80 0.00 3.92
H -2.91 0.53 3.08
H -4.19 1.74 3.12
H -5.46 0.37 1.41
H -4.10 -0.77 1.38
H -4.94 2.67 1.00
H -3.63 3.06 -0.11
H -6.08 1.35 -0.76
H -4.76 1.67 -1.89
H -6.65 3.23 -2.29
H -5.24 4.13 -1.75
H -6.56 3.80 -0.62
H -2.44 1.92 -1.71
H -0.97 0.94 -1.36
H 3.86 -1.36 -1.94
H 2.97 -2.55 -3.91
H -1.45 -3.10 -4.14
H -0.80 -4.06 -5.48
H -1.85 -5.54 -3.78
H -0.73 -4.93 -2.54
H -0.11 -5.85 -3.91
H -0.92 -2.57 -2.12
H -0.05 -1.41 -0.19
H 0.54 3.63 2.04
*
```

Atom charges from the Mulliken analysis, given in e for atoms 1 to 6:
1 C -1.3436
2 C -0.0402
3 C -1.1886
4 N 0.5555
5 C -1.1223
6 C -0.0286

---

5.
Here is a cluster of 3 separate species, C3H12NO2 in total in a non-equilibrium geometry from the Open Molecules 2025 dataset. Energies are from wB97M-V/def2-TZVPD.

Values from the calculation:
- HOMO level (eV) = -15.2
- HOMO-LUMO gap (eV) = 10.415
- energy relative to the best compared isomer or geometry (same formula, charge and spin) (eV) = 1.517

The geometry in ORCA input format:
```
! RIJCOSX wB97M-V def2-TZVPD def2/J DEFGRID3
* xyz 1 1
C -0.57 -1.71 -1.42
C -1.24 -0.73 -0.47
C -0.78 -0.58 1.92
N -0.41 -0.41 0.70
H 0.22 -1.20 -1.97
H -0.29 -2.71 -1.12
H -1.32 -1.88 -2.20
H -1.45 0.24 -0.92
H -2.21 -1.11 -0.14
H -0.51 0.21 2.61
H -1.45 -1.39 2.20
H 0.55 -0.02 0.60
H 2.65 0.67 -0.41
H 2.97 0.03 0.93
O 2.23 0.30 0.36
H 0.02 3.39 -0.37
H 0.20 2.58 -1.66
O 0.17 2.51 -0.71
*
```

Atom charges from the Mulliken analysis, given in e for atoms 1 to 6:
1 C -1.0677
2 C -0.3618
3 C -0.1686
4 N 0.1570
5 H 0.3011
6 H 0.3526

---

6.
Here is a cluster of 2 separate species, C3H13N2OS in total in a non-equilibrium geometry from the Open Molecules 2025 dataset. Energies are from wB97M-V/def2-TZVPD.

Values from the calculation:
- HOMO level (eV) = -12.8
- HOMO-LUMO gap (eV) = 9.593
- energy relative to the best compared isomer or geometry (same formula, charge and spin) (eV) = 0.468

The geometry in ORCA input format:
```
! RIJCOSX wB97M-V def2-TZVPD def2/J DEFGRID3
* xyz 1 1
N 0.86 -0.31 -1.09
C -0.43 -0.53 -0.25
C -0.49 -2.01 0.11
S 0.36 -2.51 1.65
C -0.41 0.45 0.91
N -1.20 1.62 0.55
H 1.11 0.70 -1.13
H 1.63 -0.80 -0.63
H 0.80 -0.69 -2.03
H -1.20 -0.22 -0.95
H -1.54 -2.29 0.18
H -0.08 -2.65 -0.66
H -0.70 -3.06 2.22
H 0.60 0.79 1.14
H -0.76 -0.07 1.80
H -1.46 2.19 1.35
H -2.09 1.38 0.13
H 2.45 2.57 -0.96
H 1.06 3.05 -1.45
O 1.50 2.39 -0.90
*
```

Atom charges from the Mulliken analysis, given in e for atoms 1 to 6:
1 N -0.3026
2 C 0.0987
3 C -1.0973
4 S -0.1807
5 C -0.7346
6 N -0.5166

---

These records have LUMO level values of -0.789, -4.035, 1.075, 0.190, -4.793, -3.185 eV, in the order they appear.
These records have electronic energy values of -38871.3866, -76827.9765, -8336.6039, -66809.2095, -8883.3568, -19178.4973 eV, in the order they appear.